106
Properties=species:S:1:pos:R:3:lowdin_charge:R:1 method="wB97M-V/def2-TZVPD" homo_energy_ev=-5.31 charge=-1 e_tot_ev=-128726.2495
C -0.835 -4.469 0.488 -0.06
C -0.369 -3.098 0.387 -0.11
C 1.121 -2.677 0.796 -0.11
C 1.823 -1.670 -0.270 -0.33
C 2.383 -2.687 -1.374 -0.07
C 2.731 -2.001 -2.791 -0.67
O 1.959 -1.251 -3.416 -0.01
Br 4.546 -2.389 -3.591 0.55
O 0.721 -0.813 -0.632 0.00
B 0.527 0.343 0.289 -0.95
C 0.006 1.636 -0.572 -0.03
C -1.499 1.527 -1.121 -0.26
O -2.048 0.177 -1.129 -0.26
Si -2.691 -0.202 -2.694 0.46
C -1.403 -0.199 -4.106 -0.19
C -4.027 1.153 -3.104 -0.20
C -3.616 -1.882 -2.774 -0.20
O -0.196 0.084 1.552 -0.02
C 0.031 1.103 2.540 -0.16
C 1.000 0.659 3.750 -0.33
C 0.375 0.967 5.202 -0.08
O 2.285 1.372 3.705 -0.11
O 1.953 0.583 0.703 0.00
C 2.803 -0.555 0.377 -0.33
C 3.902 0.163 -0.574 -0.02
C 3.611 -1.197 1.631 -0.08
C 5.003 -0.480 1.950 -0.16
F 5.475 -0.833 3.295 -0.14
H -0.384 -5.341 -0.092 0.04
H -1.754 -4.703 1.147 0.04
H -1.173 -2.348 0.034 0.12
H 1.742 -3.650 0.796 0.11
H 1.081 -2.243 1.863 0.13
H 1.515 -3.421 -1.605 0.14
H 3.239 -3.362 -0.994 0.12
H 0.068 2.638 0.010 0.10
H 0.702 1.771 -1.487 0.11
H -2.258 2.191 -0.563 0.13
H -1.468 1.877 -2.227 0.08
H -0.888 0.816 -4.232 0.04
H -1.948 -0.435 -5.100 0.04
H -0.580 -1.001 -3.991 0.04
H -4.885 1.095 -2.346 0.04
H -3.517 2.171 -3.008 0.03
H -4.352 0.969 -4.186 0.04
H -2.916 -2.619 -3.330 0.04
H -4.568 -1.820 -3.421 0.04
H -3.843 -2.272 -1.709 0.03
H -1.002 1.316 3.026 0.12
H 0.410 2.099 2.132 0.12
H 1.176 -0.477 3.707 0.14
H 0.796 0.252 6.009 0.08
H 0.652 2.030 5.551 0.08
H -0.773 0.885 5.161 0.07
H 2.138 2.312 3.967 0.09
H 4.722 -0.618 -0.797 0.08
H 3.422 0.419 -1.587 0.10
H 4.305 1.138 -0.148 0.07
H 2.934 -1.080 2.552 0.11
H 3.771 -2.321 1.462 0.12
H 4.944 0.667 1.917 0.12
H 5.832 -0.852 1.236 0.12
C -7.058 -1.060 0.413 -0.09
C -8.250 -2.004 0.481 -0.27
N -8.276 -3.003 -0.583 -0.19
C -9.547 -3.718 -0.671 -0.26
C -9.951 -4.597 0.512 -0.10
C -7.083 -3.838 -0.717 -0.24
C -6.655 -4.662 0.495 -0.08
H -7.002 -0.562 -0.559 0.08
H -7.154 -0.286 1.179 0.07
H -6.113 -1.579 0.594 0.07
H -9.151 -1.386 0.403 0.11
H -8.275 -2.470 1.475 0.10
H -9.557 -4.327 -1.582 0.11
H -10.339 -2.975 -0.824 0.11
H -9.381 -5.527 0.536 0.05
H -11.005 -4.876 0.416 0.07
H -9.834 -4.089 1.471 0.07
H -6.246 -3.191 -1.001 0.09
H -7.203 -4.507 -1.576 0.11
H -6.700 -4.096 1.428 0.07
H -5.619 -4.991 0.366 0.07
H -7.260 -5.563 0.605 0.05
C 4.097 4.469 -0.056 -0.08
C 5.360 5.235 -0.430 -0.27
N 6.404 5.182 0.589 -0.19
C 7.490 6.130 0.351 -0.26
C 8.346 5.930 -0.899 -0.10
C 6.823 3.849 1.015 -0.24
C 7.360 2.897 -0.053 -0.08
H 3.696 4.812 0.902 0.08
H 3.328 4.629 -0.816 0.08
H 4.274 3.393 0.005 0.05
H 5.068 6.280 -0.579 0.11
H 5.720 4.869 -1.400 0.10
H 8.147 6.154 1.227 0.11
H 7.053 7.134 0.303 0.11
H 9.041 5.097 -0.782 0.05
H 8.953 6.824 -1.073 0.07
H 7.746 5.763 -1.795 0.07
H 5.970 3.364 1.503 0.10
H 7.567 3.942 1.813 0.11
H 6.758 2.905 -0.964 0.07
H 7.351 1.873 0.332 0.07
H 8.393 3.126 -0.315 0.05